Entry 1:
Formula: CH4O2S2
Source: the OMol25 dataset
Level of theory: ωB97M-V with the def2-TZVPD basis set

```
9
CH4O2S2 (ωB97M-V with the def2-TZVPD basis set)
S 2.612 -0.481 -0.869
S 1.192 -1.940 -0.896
H 2.580 0.049 0.375
H 0.067 -1.276 -1.270
O -2.095 -0.110 -0.515
C -1.651 0.637 0.288
O -0.384 0.420 0.803
H -2.092 1.539 0.722
H -0.229 1.163 1.362
```

Its spin multiplicity is 1. As for the SMILES: O=CO.SS. Its highest occupied orbital energy is -0.3421 hartree. The energy above the lowest of the compared OMol25 structures with the same formula, charge and spin is 0.162 eV. As for the charge: 0. For the LUMO energy, the calculation gives 0.3014 eV. Its gap between HOMO and LUMO is 9.61 eV.


Entry 2:
Formula: C45H52BrO4S2Sb2Sn
Source: the OMol25 dataset
Level of theory: ωB97M-V with the def2-TZVPD basis set

```
107
C45H52BrO4S2Sb2Sn (ωB97M-V with the def2-TZVPD basis set)
Sn 0.358 0.371 1.710
C -0.848 3.803 0.261
C 0.484 3.551 -0.421
O 1.723 3.049 1.522
C 2.663 3.366 2.520
C 2.705 2.205 3.476
O 1.404 1.740 3.850
C 0.536 2.724 4.383
C -0.733 2.017 4.790
O -1.436 1.438 3.697
C -2.494 2.190 3.114
C -2.064 3.324 2.210
O -1.124 2.849 1.292
H -1.661 3.757 -0.471
H -0.851 4.808 0.697
H 0.474 4.089 -1.368
H 0.570 2.481 -0.662
H 2.396 4.291 3.039
H 3.666 3.524 2.103
H 3.273 2.470 4.377
H 3.179 1.339 3.010
H 0.342 3.488 3.626
H 0.980 3.199 5.267
H -1.372 2.702 5.360
H -0.463 1.180 5.438
H -3.140 2.593 3.904
H -3.072 1.471 2.531
H -1.655 4.170 2.781
H -2.970 3.691 1.706
C -3.759 -1.071 1.372
C -4.766 -0.730 0.263
C -4.342 0.445 -0.609
Sb -2.248 0.446 -1.562
C -0.366 -0.530 -2.488
C 0.078 -1.848 -2.334
C 1.326 -2.272 -2.792
C 2.170 -1.374 -3.443
C 1.755 -0.059 -3.622
C 0.511 0.349 -3.139
C -3.220 -0.049 -3.454
C -2.711 0.496 -4.639
C -3.309 0.240 -5.869
C -4.426 -0.585 -5.945
C -4.939 -1.146 -4.784
C -4.347 -0.871 -3.553
Sb -1.862 -1.554 0.478
C -2.536 -3.496 -0.128
C -3.006 -3.737 -1.421
C -3.509 -4.987 -1.773
C -3.548 -6.013 -0.836
C -3.081 -5.786 0.453
C -2.576 -4.536 0.802
C 1.475 -3.744 0.901
C 1.198 -4.893 0.168
C 2.198 -5.527 -0.556
C 3.485 -5.005 -0.538
C 3.757 -3.855 0.190
C 2.756 -3.203 0.916
H -4.076 -1.946 1.945
H -3.624 -0.243 2.077
H -5.739 -0.545 0.737
H -4.903 -1.620 -0.364
H -4.329 1.368 -0.012
H -5.045 0.602 -1.430
H -0.558 -2.583 -1.846
H 1.642 -3.298 -2.637
H 3.144 -1.696 -3.797
H 2.408 0.656 -4.112
H 0.232 1.396 -3.256
H -1.826 1.124 -4.607
H -2.899 0.680 -6.771
H -4.889 -0.791 -6.902
H -5.807 -1.796 -4.833
H -4.774 -1.308 -2.656
H -2.969 -2.948 -2.166
H -3.868 -5.157 -2.781
H -3.939 -6.986 -1.110
H -3.103 -6.583 1.187
H -2.209 -4.373 1.810
H 0.188 -5.285 0.161
H 1.978 -6.419 -1.129
H 4.281 -5.490 -1.091
H 4.773 -3.479 0.195
H 0.694 -3.265 1.474
C 4.741 -0.631 0.115
C 3.334 -0.858 0.577
S 2.177 -0.050 -0.193
C 3.094 -1.898 1.685
C 4.351 -2.124 2.540
S 1.812 -1.356 2.871
H 4.787 0.147 -0.643
H 5.160 -1.554 -0.290
H 5.362 -0.343 0.967
H 5.197 -2.487 1.951
H 4.125 -2.867 3.303
H 4.639 -1.200 3.042
Br 5.129 7.402 -0.548
C 3.810 6.063 -0.183
C 2.673 6.363 0.562
C 1.694 5.428 0.815
C 1.748 4.021 0.332
C 3.008 3.794 -0.438
C 3.954 4.763 -0.671
H 2.554 7.365 0.960
H 0.849 5.716 1.436
H 3.155 2.793 -0.832
H 4.839 4.509 -1.247
```

Its spin multiplicity is 1. Its highest occupied orbital energy is -0.1149 hartree. As for the charge: -1. For the LUMO energy, the calculation gives 1.2977 eV. Its gap between HOMO and LUMO is 4.42 eV.


> highest occupied orbital energy of number 1 (CH4O2S2)?

-0.3421 hartree


> The highest highest occupied orbital energy belongs to which entry?

C45H52BrO4S2Sb2Sn


> Which of these has the highest highest occupied orbital energy?

C45H52BrO4S2Sb2Sn


> highest occupied orbital energy of number 2 (C45H52BrO4S2Sb2Sn)?

-0.1149 hartree